a | Formula: C5H10O
Source: OMol25
Level of theory: the ωB97M-V functional and the def2-TZVPD basis

Positions of all 16 atoms, in Å:
O: -0.542 2.153 -1.582
C: 0.573 0.433 -0.290
C: -0.530 1.036 -1.148
C: 0.199 -0.899 0.329
C: 1.404 -1.454 1.095
C: -1.089 -0.853 1.185
H: 1.182 -2.377 1.615
H: -1.963 -0.913 0.534
H: 0.876 1.171 0.453
H: -1.070 -1.620 1.950
H: 1.658 -0.764 1.907
H: -0.005 -1.647 -0.449
H: -1.151 0.118 1.673
H: 1.405 0.322 -0.992
H: 2.279 -1.505 0.452
H: -1.346 0.316 -1.360

Summary:
SMILES: CC(C)CC=O
HOMO-LUMO gap: 10.741 eV
net charge: 0
HOMO: -0.3578 Eh
E_LUMO: 1.004 eV

b | Formula: C5H10O
Source: OMol25
Level of theory: the ωB97M-V functional and the def2-TZVPD basis

Positions of all 16 atoms, in Å:
O: -1.981 0.082 0.708
C: 1.259 0.605 0.362
C: -0.087 1.335 -0.014
C: -0.230 -1.083 -0.630
C: 0.991 -0.879 0.336
C: -1.086 0.208 -0.392
H: -2.638 -0.593 0.497
H: 2.014 0.905 -0.367
H: 2.106 -1.111 0.439
H: 0.690 -1.264 1.311
H: -1.678 0.462 -1.296
H: -0.541 1.928 0.779
H: 0.035 -1.133 -1.690
H: 1.965 0.498 1.249
H: -0.860 -1.961 -0.406
H: 0.040 2.001 -0.887

Summary:
SMILES: OC1CCCC1
HOMO-LUMO gap: 10.866 eV
net charge: 0
HOMO: -0.3644 Eh
E_LUMO: 0.951 eV

Most favorable structure: a. The second most favorable one is 1.303 eV above it.